Entry i
An isolated ion of composition C5H15N2O and charge +1, computed with ωB97M-V with the def2-TZVPD basis set.

Structure (ORCA input):
```
! wB97M-V def2-TZVPD RIJCOSX def2/J DEFGRID3
* xyz 1 1
O -1.81 -0.51 -2.64
H 0.06 1.88 0.22
C 1.62 0.56 2.17
C -0.20 0.19 -1.11
H -2.63 -0.35 -3.14
H -0.67 0.53 0.99
H -0.19 0.45 3.41
C -1.66 0.32 -1.51
H -2.32 0.02 -0.68
C 0.10 0.78 0.26
H 2.63 0.25 2.39
H -0.71 -1.81 -0.79
C 0.65 -0.17 3.09
H 0.25 -1.06 2.60
N 1.37 0.27 0.76
H 0.39 0.68 -1.88
H 1.12 -0.49 4.01
H 1.58 1.65 2.32
H 0.87 -1.41 -0.35
H 2.15 0.59 0.20
H 0.42 -1.61 -1.96
N 0.11 -1.27 -1.05
H -1.88 1.38 -1.73
*
```

Results
SMILES	CCNC[C@@H]([NH3+])CO
LUMO energy	-3.021	eV



Entry ii
A 2-piece molecular cluster, C5H15N2O overall, computed with ωB97M-V with the def2-TZVPD basis set.

Structure (ORCA input):
```
! wB97M-V def2-TZVPD RIJCOSX def2/J DEFGRID3
* xyz 1 1
H 1.14 -1.23 3.08
H -0.36 -0.36 3.10
C 0.56 -1.18 -1.85
H -2.37 3.00 -0.44
H -1.38 -1.10 -1.01
O -1.59 3.06 0.14
H -1.72 3.91 0.58
H 1.57 -1.49 -1.61
C 0.09 -1.49 0.59
H 1.01 -0.67 -3.79
C 0.67 -0.32 2.74
C 0.71 -0.26 1.24
N 0.27 -0.85 -3.13
H 1.72 -0.12 0.85
H -0.83 -1.75 1.13
N 0.03 1.00 0.76
C -0.34 -1.26 -0.85
H -0.91 1.12 1.12
H 1.07 0.53 3.30
H -0.64 -0.65 -3.48
H 0.75 -2.35 0.73
H -0.07 1.00 -0.26
H 0.65 1.80 0.90
*
```

Results
LUMO energy	-2.947	eV



Entry iii
An isolated ion of composition C5H15N2O and charge +1, computed with ωB97M-V with the def2-TZVPD basis set.

Structure (ORCA input):
```
! wB97M-V def2-TZVPD RIJCOSX def2/J DEFGRID3
* xyz 1 1
H 0.66 -2.53 -0.16
N -1.50 0.54 -1.24
H -1.42 1.06 -2.11
C 0.56 -0.90 -1.32
O 0.06 -2.13 -0.81
H -1.04 0.71 3.26
H 2.51 -1.41 -1.99
C -0.13 0.28 -0.63
H -1.15 -0.41 1.20
H 0.70 1.24 3.29
H -1.97 -0.36 -1.41
H 0.44 1.18 -0.81
H 0.23 -0.99 -2.36
H 2.58 0.14 -1.32
C -0.27 0.14 0.87
H -0.63 2.38 3.35
N -0.41 1.47 1.46
C 2.06 -0.82 -1.19
H 0.24 2.14 1.07
C -0.31 1.44 2.90
H 0.65 -0.34 1.22
H -2.08 1.07 -0.58
H 2.39 -1.25 -0.25
*
```

Results
SMILES	CNC[C@H]([NH3+])[C@@H](C)O
LUMO energy	-3.327	eV



Going by the computed energies, the most stable comes first: entry ii, entry i, entry iii.



Entry i
An isolated ion of composition C3H6ClN4 and charge +1, computed with ωB97M-V with the def2-TZVPD basis set.

Structure (ORCA input):
```
! wB97M-V def2-TZVPD RIJCOSX def2/J DEFGRID3
* xyz 1 1
C -0.63 -0.91 -0.12
H -0.13 -1.04 2.45
H -0.08 0.70 2.58
N -0.27 -0.57 -1.59
H -0.38 -1.97 0.09
N -0.38 -0.13 2.01
H -0.78 -0.87 -2.38
H -1.69 -0.68 -0.01
Cl 0.96 2.32 1.39
C 0.65 1.14 0.33
H 1.08 0.37 -2.72
N 1.05 1.18 -0.91
C 0.54 0.43 -1.85
N 0.06 0.04 0.75
*
```

Results
SMILES	NN1C[NH+]=CN=C1Cl
LUMO energy	-4.789	eV



Entry ii
An isolated ion of composition C3H6ClN4 and charge +1, computed with ωB97M-V with the def2-TZVPD basis set.

Structure (ORCA input):
```
! wB97M-V def2-TZVPD RIJCOSX def2/J DEFGRID3
* xyz 1 1
N -0.93 1.43 0.79
H -0.68 2.42 0.89
H 0.31 -1.04 0.96
H 1.08 -0.78 -0.72
C -0.20 0.84 -0.23
N -2.18 -1.38 -0.24
N 0.46 1.42 -1.12
Cl -3.80 0.33 0.64
H -1.02 0.87 1.65
N -2.94 -1.10 0.63
H -0.99 -2.10 -1.77
H 0.36 2.51 -1.21
C -1.08 -1.59 -0.82
C 0.16 -0.76 -0.18
*
```

Results
SMILES	[H]/N=C(\N)CC=[N+]=NCl
LUMO energy	-6.234	eV



Going by the computed energies, the most stable comes first: entry i, entry ii.



Entry i
A single C5H10NO2 molecule, computed with ωB97M-V with the def2-TZVPD basis set.

Structure (ORCA input):
```
! wB97M-V def2-TZVPD RIJCOSX def2/J DEFGRID3
* xyz 0 2
C -0.62 0.12 0.57
C -0.74 0.67 1.99
H 2.50 -2.02 -1.68
H 1.28 -2.17 -2.98
H -0.22 2.11 -0.12
H -0.72 2.57 2.70
H -1.69 1.58 -0.63
H 0.74 -1.49 0.86
N -0.73 1.28 -0.42
H -1.53 -0.47 0.33
H -0.31 0.94 -1.33
O -0.90 -0.01 2.98
C 0.65 -0.64 0.14
H -0.44 -1.22 -1.65
O -0.94 2.04 1.92
C 1.49 -1.79 -1.98
C 0.56 -1.19 -1.22
H 1.60 -0.30 0.53
*
```

Results
LUMO energy (alpha / beta)	0.345 / 0.473	eV



Entry ii
A 3-piece molecular cluster, C5H10NO2 overall, computed with ωB97M-V with the def2-TZVPD basis set.

Structure (ORCA input):
```
! wB97M-V def2-TZVPD RIJCOSX def2/J DEFGRID3
* xyz 0 2
C -2.74 -0.70 0.46
H 0.31 0.43 1.20
H -0.89 1.72 0.41
C -1.44 -0.93 0.81
O 2.32 1.92 0.75
H 0.57 -1.88 -0.98
C -0.25 0.30 -1.06
C -0.24 -0.15 0.42
C 0.79 -0.85 -0.62
N 2.10 -0.28 -0.49
O -1.39 0.11 -1.72
H 3.09 1.78 1.29
H -2.93 -0.26 -0.50
H 2.85 -0.42 -1.22
H 0.31 1.16 -1.32
H 2.25 1.05 0.19
H -3.53 -1.11 1.08
H -1.18 -1.88 1.29
*
```

Results
LUMO energy (alpha / beta)	-2.120 / -1.966	eV



Going by the computed energies, the most stable comes first: entry i, entry ii.



Entry i
A single C4H3NO2 molecule, computed with ωB97M-V with the def2-TZVPD basis set.

Structure (ORCA input):
```
! wB97M-V def2-TZVPD RIJCOSX def2/J DEFGRID3
* xyz 0 1
N -1.26 -0.81 -0.26
H 0.31 1.12 1.73
O 2.39 -0.70 -0.14
C 2.01 0.16 0.63
C -1.97 -0.19 -1.34
C 0.60 0.40 0.97
H -1.45 -0.27 -2.31
O -3.02 0.34 -1.17
C -0.36 -0.24 0.32
H 2.72 0.85 1.13
*
```

Results
SMILES	O=CC=C=NC=O
LUMO energy	0.090	eV



Entry ii
A single C4H3NO2 molecule, computed with ωB97M-V with the def2-TZVPD basis set.

Structure (ORCA input):
```
! wB97M-V def2-TZVPD RIJCOSX def2/J DEFGRID3
* xyz 0 1
C -1.47 0.48 0.52
H 2.33 -0.49 -1.06
H -2.24 -1.28 -0.57
N -0.13 -0.87 -0.63
C 0.55 0.06 -0.04
C -1.44 -0.62 -0.26
O 2.81 0.63 0.57
C 2.03 0.10 -0.17
H -2.25 1.07 0.97
O -0.19 0.92 0.68
*
```

Results
SMILES	O=Cc1ncco1
LUMO energy	-0.101	eV



Entry iii
A 2-piece molecular cluster, C4H3NO2 overall, computed with ωB97M-V with the def2-TZVPD basis set.

Structure (ORCA input):
```
! wB97M-V def2-TZVPD RIJCOSX def2/J DEFGRID3
* xyz 0 1
H 3.01 0.00 0.23
N 2.42 -0.67 0.72
O -1.39 2.93 -1.33
C 0.02 -1.12 0.03
C -1.05 -0.29 0.61
O -0.87 0.68 1.32
H -2.07 -0.63 0.35
C -1.13 1.86 -1.60
H -0.21 -1.92 -0.66
C 1.28 -0.85 0.34
*
```

Results
LUMO energy	0.470	eV



Entry iv
A single C4H3NO2 molecule, computed with ωB97M-V with the def2-TZVPD basis set.

Structure (ORCA input):
```
! wB97M-V def2-TZVPD RIJCOSX def2/J DEFGRID3
* xyz 0 1
H -1.64 2.08 -1.66
O -0.44 -2.07 0.66
H -1.78 -0.86 -0.36
H 3.17 0.09 2.07
O -1.46 1.13 -1.48
N -0.28 1.24 -0.79
C 0.05 0.18 -0.09
C 1.32 0.20 0.65
C 2.27 0.28 1.39
C -0.74 -1.06 0.04
*
```

Results
SMILES	C#C/C(C=O)=N/O
LUMO energy	-0.786	eV



Going by the computed energies, the most stable comes first: entry ii, entry iii, entry i, entry iv.



Entry i
C4H3NO2 as an isolated structure, computed with ωB97M-V with the def2-TZVPD basis set.

Structure (ORCA input):
```
! wB97M-V def2-TZVPD RIJCOSX def2/J DEFGRID3
* xyz 0 1
C 2.16 0.13 -0.06
N -0.16 -0.87 -0.62
C 0.96 -0.33 -0.23
H 2.10 -0.97 -0.79
C -1.35 -0.49 -0.30
O -0.58 1.28 1.02
O 3.17 0.68 0.24
H -2.20 -1.05 -0.69
H -2.58 0.95 0.85
C -1.54 0.67 0.59
*
```

Results
LUMO energy	-1.056	eV



Entry ii
A single C4H3NO2 molecule, computed with ωB97M-V with the def2-TZVPD basis set.

Structure (ORCA input):
```
! wB97M-V def2-TZVPD RIJCOSX def2/J DEFGRID3
* xyz 0 1
C 1.78 0.10 -0.08
H 2.27 1.04 -0.01
H 2.45 -0.79 0.05
O -0.65 2.17 0.01
N -1.57 -0.01 -0.12
O -0.80 -2.22 0.00
H -2.60 -0.24 0.03
C 0.42 0.01 0.04
C -0.64 -1.05 0.07
C -0.66 1.00 0.00
*
```

Results
SMILES	C=C1C(=O)NC1=O
LUMO energy	-0.249	eV



Going by the computed energies, the most stable comes first: entry ii, entry i.



Entry i
A 2-piece molecular cluster, C4H3NO2 overall, computed with ωB97M-V with the def2-TZVPD basis set.

Structure (ORCA input):
```
! wB97M-V def2-TZVPD RIJCOSX def2/J DEFGRID3
* xyz 0 1
C -0.58 1.05 -0.01
H 1.47 -1.41 0.97
O -3.53 -1.18 0.00
H 1.21 2.20 -0.23
C -2.55 -0.50 -0.05
C 1.76 -0.92 0.05
N 0.51 1.53 -0.07
C -1.58 0.25 0.16
O 2.07 0.22 0.06
H 1.23 -1.23 -0.88
*
```

Results
SMILES	N=C=C=C=O.C=O
LUMO energy	0.001	eV



Entry ii
A single C4H3NO2 molecule, computed with ωB97M-V with the def2-TZVPD basis set.

Structure (ORCA input):
```
! wB97M-V def2-TZVPD RIJCOSX def2/J DEFGRID3
* xyz 0 1
H 0.86 2.17 -1.14
C 0.45 1.26 -0.70
C 0.56 -0.01 -1.11
N -0.35 1.43 0.41
C -1.22 1.04 1.10
O -0.01 -1.09 -0.45
H -0.09 -0.75 1.82
O -0.92 -2.42 1.17
C -0.35 -1.40 0.97
H 1.07 -0.23 -2.06
*
```

Results
LUMO energy	0.281	eV



Going by the computed energies, the most stable comes first: entry ii, entry i.